(1)
# C16H38Br6Cl4N2O2

A molecular structure, C16H38Br6Cl4N2O2 (the ωB97M-V functional and the def2-TZVPD basis, the Open Molecules 2025 dataset).

For the LUMO energy, the calculation gives 0.0108 Eh. As for the charge: 0. The energy above the lowest of the compared OMol25 structures with the same formula, charge and spin comes out at 10.3871 eV. The value obtained for the total energy is -494614.5708 eV.

```
68
Properties=species:S:1:pos:R:3:lowdin_charge:R:1
Br -2.31176 -7.22264 -27.29879 0.5838
C -2.84410 -7.47079 -25.35163 -0.5369
C -4.34479 -7.09047 -25.33470 -0.5972
Br -5.23621 -7.92342 -23.75622 0.9266
H -2.15595 -6.90543 -24.72321 0.0569
H -2.62800 -8.51631 -25.13191 0.0485
H -4.70415 -7.50934 -26.27465 -0.0507
H -4.66585 -6.05054 -25.39442 0.0040
Br -7.22091 -7.91837 -21.41084 0.7499
C -7.98641 -6.17552 -21.96675 -0.7706
C -6.83786 -5.18953 -22.23824 -0.6498
Br -7.76968 -3.49806 -22.51165 0.8226
H -8.64316 -5.75823 -21.20343 0.0575
H -8.58419 -6.34487 -22.86234 -0.1380
H -6.11920 -5.48295 -23.00344 0.0090
H -6.31281 -4.97153 -21.30824 0.0582
Br -7.86711 -7.22119 -24.14794 0.8766
C -7.29573 -7.58829 -25.98157 -0.7227
C -7.17678 -9.03902 -26.28160 -0.7343
Br -6.43990 -9.21246 -28.03462 0.8382
H -6.49133 -6.87892 -26.17607 -0.1394
H -8.07805 -7.23430 -26.65297 -0.0340
H -8.17106 -9.47869 -26.36030 -0.0844
H -6.47073 -9.64586 -25.71473 0.0432
C -5.51589 -9.93491 -22.71873 -0.4063
C -5.95989 -11.36022 -22.45907 -0.4221
C -6.43217 -12.04730 -23.73708 -0.2024
O -7.27603 -11.13695 -24.44447 -0.2292
C -7.72398 -11.74723 -25.68741 -0.1680
N -4.94918 -12.22200 -21.87507 0.0433
H -5.33000 -9.42547 -21.77320 0.0133
H -6.18885 -9.31912 -23.31542 -0.1451
H -4.65268 -9.99221 -23.38182 0.0448
H -6.86612 -11.30232 -21.85616 0.1327
H -6.99297 -12.93226 -23.43636 0.1214
H -5.58978 -12.52904 -24.23348 0.1285
H -8.25021 -10.94703 -26.20784 -0.0346
H -8.51895 -12.46626 -25.48957 0.0801
H -6.88577 -12.15286 -26.25396 0.1024
H -4.79613 -12.01835 -20.89772 0.0737
H -5.18302 -13.20455 -21.87824 0.0700
C -6.87510 -2.48271 -28.26455 -0.0704
C -7.78142 -1.95653 -27.09602 -0.4065
C -7.49842 -2.68906 -25.70953 -0.2028
O -7.34634 -4.07611 -25.99601 -0.2154
C -6.61548 -4.90944 -25.07837 -0.2955
N -7.70215 -0.50797 -27.09768 0.0320
H -5.82444 -2.29930 -28.03965 0.0702
H -6.95575 -1.96897 -29.22250 0.0698
H -6.91435 -3.56077 -28.42056 0.0359
H -8.77093 -2.19739 -27.48454 0.1286
H -8.30956 -2.34923 -25.06559 0.0808
H -6.52274 -2.34272 -25.36864 0.1190
H -5.63125 -4.44697 -25.00422 0.1060
H -6.59124 -5.99167 -25.20604 -0.0782
H -6.98177 -4.51995 -24.12851 -0.0850
H -7.00666 -0.24560 -26.41390 0.0668
H -8.60570 -0.21942 -26.75064 0.0654
C -5.49145 -6.67110 -29.22916 -0.9865
Cl -4.15525 -5.75225 -29.94114 0.4873
Cl -5.70270 -6.08734 -27.57888 0.7302
H -6.33806 -6.32749 -29.82354 0.0362
H -5.18042 -7.71232 -29.31411 -0.0648
C -10.85952 -9.43257 -26.77051 -0.8070
Cl -10.11106 -10.24436 -25.30019 0.6273
Cl -9.76259 -8.18267 -27.38391 0.6650
H -10.79684 -10.15442 -27.58483 0.0307
H -11.83826 -9.00130 -26.56038 0.0409
```

(2)
# C20H26F3N3O7S2

2 unconnected molecules or ions with the total composition C20H26F3N3O7S2 (the ωB97M-V functional and the def2-TZVPD basis, the Open Molecules 2025 dataset).

For the LUMO energy, the calculation gives -0.0515 Eh. As for the charge: 0. The energy above the lowest of the compared OMol25 structures with the same formula, charge and spin comes out at 5.4799 eV. The value obtained for the total energy is -69779.3562 eV.

```
61
Properties=species:S:1:pos:R:3:lowdin_charge:R:1
C -0.74674 -4.92701 -1.77355 -0.1409
C 0.49091 -4.29067 -2.58071 -0.2370
C 1.22021 -3.23891 -1.59034 -0.1938
C 0.39039 -1.87469 -1.53180 -0.1136
C -0.52649 -1.57618 -0.27871 -0.4066
S -0.71386 -2.71556 1.16678 0.7506
C -1.27858 -0.22920 -0.26195 -0.1085
C -2.20485 0.16075 1.00815 -0.1283
C -1.21830 0.98820 2.02209 -0.1914
O 0.14469 0.87442 1.54209 -0.2380
C 0.99578 1.95563 2.00497 -0.2298
C 2.19780 1.28289 2.85798 -0.0757
C -1.16517 0.84211 -1.41943 -0.0928
N -1.88632 2.06116 -1.24678 0.1631
C -1.68084 2.97807 -2.32495 -0.0163
C -2.45303 4.38597 -2.11108 -0.3341
F -3.56073 4.13910 -1.22241 0.0367
F -3.02796 4.90011 -3.29159 0.0745
F -1.64854 5.33702 -1.40712 0.0641
C -0.76817 2.64964 -3.54241 -0.1081
C -0.55308 3.75374 -4.71172 -0.0279
C 0.55191 4.85721 -4.30701 -0.3606
O 0.49136 5.61200 -3.31206 0.0581
O 1.72248 4.99853 -5.14520 0.0155
N -0.03875 1.43774 -3.75551 0.1373
C -0.27117 0.56839 -2.64341 -0.0894
C 0.49263 -0.82487 -2.66809 -0.1220
N 1.36026 -1.12471 -3.81164 0.0538
H -1.36739 -5.63604 -2.41613 0.0768
H -1.38907 -4.07495 -1.35261 0.0514
H -0.33374 -5.51696 -0.87083 0.0760
H 0.10087 -3.73455 -3.49909 0.1051
H 1.20905 -5.10333 -2.98037 0.1130
H 1.38984 -3.66444 -0.53085 0.0991
H 2.28471 -3.08036 -2.02018 0.1052
H -1.08590 -3.97652 0.72443 -0.1296
H -2.64287 -0.76076 1.52504 0.0831
H -3.03709 0.90367 0.72289 0.1095
H -1.29899 0.49772 3.05705 0.1133
H -1.55991 2.07545 2.14630 0.1272
H 0.45649 2.76849 2.60074 0.1245
H 1.50169 2.39165 1.05713 0.1244
H 3.20248 1.83936 2.72050 0.0846
H 1.89075 1.26745 3.96895 0.0539
H 2.25800 0.19191 2.52717 0.0772
H -1.53361 4.20499 -5.08266 0.1238
H -0.10143 3.21728 -5.63406 0.1277
H 2.42792 5.19939 -4.47353 0.1245
H 2.17675 -1.70026 -3.53866 0.0732
H 1.76903 -0.27073 -4.22651 0.0785
O 1.25490 0.54078 6.11636 -0.2384
S 1.07776 -0.81997 6.52802 0.6498
O 1.26171 -1.25085 7.88037 -0.2226
O 1.96972 -1.76559 5.55545 -0.1905
C 1.12320 -2.71382 4.90257 -0.1702
C -0.23491 -2.03743 4.80006 -0.1911
O -0.38237 -1.31739 6.02511 -0.1893
H 1.07212 -3.61041 5.52701 0.1334
H 1.52735 -2.97638 3.92405 0.1282
H -1.04786 -2.75271 4.67377 0.1343
H -0.25500 -1.31561 3.97791 0.0950
```

(3)
# C3H6NP

2 unconnected molecules or ions with the total composition C3H6NP (the ωB97M-V functional and the def2-TZVPD basis, the Open Molecules 2025 dataset).

For the LUMO energy, the calculation gives 0.0331 Eh. As for the charge: 0. The energy above the lowest of the compared OMol25 structures with the same formula, charge and spin comes out at 3.1059 eV. The value obtained for the total energy is -13982.7222 eV.

```
11
Properties=species:S:1:pos:R:3:lowdin_charge:R:1
C -0.43068 -0.56187 0.93700 -0.1857
N -0.84571 0.41325 1.58436 -0.3618
P -0.18027 2.03289 1.80132 0.6807
H -0.97015 -1.58653 0.96776 0.0909
H 0.33998 -0.57775 0.20632 -0.0074
H -1.34571 2.74829 2.25834 -0.1456
H -0.00708 2.03952 3.31686 -0.0933
C 1.21523 -1.01379 -2.15784 -0.0498
C 0.64988 -1.98117 -2.55608 -0.0239
H 1.85971 -0.23609 -1.69347 0.0506
H 0.30694 -2.94503 -2.98562 0.0453
```

(4)
# C34H40Br10N4O8

9 unconnected molecules or ions with the total composition C34H40Br10N4O8 (the ωB97M-V functional and the def2-TZVPD basis, the Open Molecules 2025 dataset).

For the LUMO energy, the calculation gives -0.0352 Eh. As for the charge: 0. The energy above the lowest of the compared OMol25 structures with the same formula, charge and spin comes out at 4.1781 eV. The value obtained for the total energy is -758658.7403 eV.

```
96
Properties=species:S:1:pos:R:3:lowdin_charge:R:1
O -0.58076 1.71951 -0.64619 0.0230
N -0.48010 0.50588 -0.65387 -0.3136
O -1.32040 -0.22525 -1.17934 0.0428
C 0.79204 -0.05665 -0.22085 -0.1532
C 0.80161 -1.41271 -0.03568 -0.0175
C 1.88804 -2.04909 0.49480 -0.0432
C 3.04089 -1.31145 0.80598 -0.0923
C 3.05306 -0.00497 0.55805 -0.0854
C 1.90543 0.71902 0.04189 0.0289
H -0.06966 -2.01426 -0.24882 0.1036
H 1.83848 -3.09695 0.75160 0.0840
H 3.95065 -1.79593 1.12850 0.1037
H 3.99065 0.50790 0.71390 0.0420
H 1.89925 1.74793 -0.28632 0.0469
O -4.34543 -4.44288 -1.84889 0.0608
N -4.25854 -3.23954 -2.02462 -0.3083
O -3.21941 -2.79431 -2.54419 0.0410
C -5.32726 -2.26426 -1.56895 -0.1373
C -4.96591 -0.96138 -1.36744 -0.0435
C -5.91426 -0.03783 -0.92481 -0.0648
C -7.26575 -0.42507 -0.72387 -0.0580
C -7.56786 -1.77481 -0.80484 -0.0639
C -6.60758 -2.70359 -1.27577 -0.0006
H -4.00738 -0.69853 -1.78997 0.0657
H -5.49884 0.92181 -0.65479 0.0794
H -7.91439 0.41570 -0.52699 0.1052
H -8.60169 -2.03274 -0.62861 0.1040
H -6.80451 -3.74481 -1.06723 0.1157
O 1.86091 5.98537 -0.10699 -0.0608
N 1.11417 6.73435 0.58478 -0.3124
O 1.33069 7.90307 0.82182 0.0761
C -0.15279 6.12781 1.13400 -0.0760
C -0.64317 4.83564 0.83003 -0.0151
C -1.79764 4.44181 1.38265 -0.0778
C -2.43599 5.28497 2.31495 -0.0531
C -2.06561 6.61680 2.51639 -0.0817
C -0.92230 7.01519 1.95343 -0.0237
H -0.27524 4.21445 0.02681 0.0956
H -2.42170 3.58341 1.18239 0.1110
H -3.26035 4.83651 2.84948 0.1022
H -2.62414 7.23793 3.20096 0.1124
H -0.54901 8.01350 2.12792 0.1158
O -2.67590 -5.57060 5.42918 0.0220
N -3.26382 -5.96065 4.40546 -0.3492
O -4.13789 -6.80166 4.41485 0.0888
C -3.04479 -5.27984 3.13666 -0.1820
C -2.48686 -3.98261 3.20360 -0.0488
C -2.18495 -3.26265 2.06430 -0.0446
C -2.11183 -4.01957 0.88245 -0.0892
C -2.54333 -5.30971 0.80374 -0.0882
C -3.00414 -5.95631 1.92876 -0.0094
H -2.33642 -3.47716 4.14609 0.1163
H -1.77929 -2.26402 2.13197 0.1069
H -1.78555 -3.51996 -0.01773 0.0931
H -2.61365 -5.76786 -0.17174 0.1121
H -3.39097 -6.95506 1.78999 0.1259
Br 2.91732 -6.06941 -0.08241 0.5523
C 2.33326 -6.18792 1.87618 -0.6267
C 0.85003 -6.20955 1.98348 -0.6781
Br 0.23339 -5.94728 3.85140 0.7142
H 2.68749 -5.36270 2.49395 0.0502
H 2.67074 -7.11139 2.34672 0.0626
H 0.44613 -7.18957 1.72944 0.0595
H 0.41576 -5.44059 1.34458 0.0310
Br 5.41575 -0.69243 -3.97346 0.6274
C 4.69203 -1.17373 -2.22880 -0.7299
C 5.23060 -2.49028 -1.75058 -0.6972
Br 6.69198 -2.07664 -0.58948 0.6665
H 3.64410 -1.08431 -2.51505 0.0434
H 4.98647 -0.37946 -1.54284 0.0090
H 5.59582 -3.06613 -2.60093 0.0441
H 4.52940 -3.10661 -1.18794 0.0360
Br 3.50011 3.71983 1.20680 0.7125
C 4.61269 3.67374 2.87127 -0.6121
C 6.08522 3.37436 2.61739 -0.6432
Br 6.53971 1.69612 1.60787 0.5795
H 4.08804 3.05950 3.60308 0.0598
H 4.60203 4.67209 3.30863 0.0624
H 6.45826 3.42568 3.64028 0.0662
H 6.46465 4.30177 2.18838 0.0641
Br -3.40608 2.04689 -2.58865 0.6528
C -1.80132 1.70786 -3.71613 -0.6411
C -1.63939 2.85558 -4.76673 -0.6139
Br -2.53633 2.19245 -6.44138 0.5544
H -1.92347 0.71342 -4.14539 0.0409
H -0.86772 1.65945 -3.15564 0.0183
H -0.61462 2.87058 -5.13782 0.0239
H -1.92156 3.87212 -4.49264 0.0593
Br 1.71928 3.63984 -2.76879 0.5669
C 3.65187 4.02799 -2.21934 -0.5777
C 4.35938 4.17633 -3.59940 -0.6257
Br 3.77610 5.84822 -4.60049 0.5206
H 4.01137 3.18822 -1.62467 0.0210
H 3.67473 4.95679 -1.64933 0.0276
H 4.20455 3.38026 -4.32769 0.0396
H 5.41299 4.37469 -3.40274 0.0485
```

(5)
# C22H66O22

11 unconnected molecules or ions with the total composition C22H66O22 (the ωB97M-V functional and the def2-TZVPD basis, the Open Molecules 2025 dataset).

For the LUMO energy, the calculation gives 0.0049 Eh. As for the charge: 0. The energy above the lowest of the compared OMol25 structures with the same formula, charge and spin comes out at 7.3938 eV. The value obtained for the total energy is -68917.6170 eV.

```
110
Properties=species:S:1:pos:R:3:lowdin_charge:R:1
O 4.68168 9.35979 -0.81574 -0.1246
C 3.65520 10.05122 -0.08798 -0.1781
C 2.55380 8.86510 -0.00191 -0.2252
O 3.02476 7.90937 0.91941 -0.0620
H 4.48919 9.43286 -1.75340 0.0824
H 4.11472 10.53857 0.77192 0.1152
H 3.52637 10.90491 -0.75335 0.1042
H 2.28703 8.40585 -0.95377 0.1104
H 1.65045 9.38545 0.31634 0.1026
H 3.96140 7.81213 0.73273 0.0752
O -8.51658 -2.45897 3.30114 -0.0652
C -8.64077 -1.07846 3.11832 -0.2861
C -9.26043 -0.46720 4.29165 -0.2924
O -9.03523 0.91210 4.14472 -0.0453
H -9.31681 -2.92012 3.56300 0.0849
H -7.56663 -0.89315 3.11964 0.1338
H -9.11147 -0.78161 2.18108 0.1293
H -8.81843 -0.88167 5.19770 0.1295
H -10.32019 -0.72087 4.26590 0.1249
H -9.53006 1.26137 4.88954 0.0866
O -0.18878 -7.87712 1.61207 -0.0691
C -1.50394 -7.37369 1.60920 -0.2474
C -2.10450 -7.30821 0.21279 -0.2707
O -1.23667 -6.82944 -0.75082 -0.0563
H 0.28570 -7.63957 0.81204 0.0783
H -2.17998 -7.89519 2.28678 0.1187
H -1.27897 -6.41796 2.08258 0.1133
H -2.98087 -6.66008 0.21309 0.1220
H -2.33690 -8.31972 -0.12029 0.1199
H -1.74529 -6.21548 -1.28558 0.0913
O 7.07334 3.02164 -5.47279 -0.0392
C 6.83182 3.50613 -4.17041 -0.2873
C 6.92292 2.53507 -3.00932 -0.1861
O 5.87543 1.50105 -3.30525 -0.0930
H 6.88099 2.08194 -5.43330 0.0795
H 7.50799 4.31548 -3.89498 0.1136
H 5.86790 4.01275 -4.12255 0.1112
H 6.70822 2.98122 -2.03826 0.1125
H 7.94618 2.19093 -2.85904 0.1156
H 5.07637 1.92747 -2.98704 0.0732
O -4.53984 5.98407 -0.02567 -0.0431
C -5.26390 5.62858 1.07291 -0.2930
C -4.55967 6.33841 2.22405 -0.2671
O -4.67487 7.71314 1.96677 -0.0571
H -4.38558 6.92752 0.06216 0.0794
H -6.31451 5.91854 1.08845 0.1194
H -5.20913 4.55046 1.22378 0.1238
H -3.51073 6.04751 2.28056 0.1271
H -5.20267 5.98610 3.03060 0.1182
H -4.62727 8.05993 2.86068 0.0924
O -1.47443 0.06916 0.19963 -0.0766
C -0.72302 -0.55352 -0.81603 -0.2636
C -0.56071 0.33957 -2.03157 -0.1951
O 0.40746 1.42135 -1.75095 -0.0864
H -1.29387 -0.24883 1.08725 0.0862
H 0.23329 -0.89576 -0.42052 0.1208
H -1.33341 -1.43520 -1.01133 0.1121
H -1.47823 0.82944 -2.35756 0.1188
H -0.15778 -0.29539 -2.82062 0.1152
H -0.15138 2.08527 -1.34047 0.0688
O -1.97969 -0.70412 7.01683 -0.0620
C -2.69313 -0.79495 8.25483 -0.2383
C -2.89895 0.64971 8.80318 -0.2350
O -3.89571 1.45622 8.17804 -0.0653
H -1.48422 0.09930 7.19182 0.0668
H -3.56183 -1.42028 8.04887 0.1178
H -2.33352 -1.35714 9.11664 0.1052
H -1.95668 1.19756 8.79416 0.1157
H -3.23510 0.43786 9.81818 0.1133
H -3.94468 1.25694 7.24023 0.0818
O 7.25941 0.48683 3.86110 -0.0949
C 6.38299 0.38657 5.06321 -0.1909
C 4.98404 0.89042 4.69540 -0.2391
O 4.15495 0.66314 5.87256 -0.0791
H 6.91583 0.04701 3.08000 0.0686
H 6.32566 -0.66651 5.33860 0.1160
H 6.68732 0.93995 5.95160 0.1158
H 4.69225 0.33275 3.80548 0.1097
H 4.80907 1.89102 4.30006 0.1178
H 4.37048 1.36326 6.49302 0.0762
O 5.03943 -6.16463 -1.69400 -0.0899
C 5.64670 -5.00267 -1.07312 -0.2028
C 7.03264 -4.66909 -1.73962 -0.2531
O 6.93863 -4.04216 -2.99198 -0.0554
H 5.21869 -6.17332 -2.63707 0.0745
H 4.89102 -4.22477 -1.18232 0.1042
H 5.69782 -5.13142 0.00804 0.1095
H 7.56953 -5.60752 -1.87819 0.1175
H 7.67553 -4.15008 -1.02870 0.1067
H 6.54358 -3.17476 -2.87727 0.0886
O 4.35888 -7.28990 -7.18016 -0.0888
C 3.56085 -6.74549 -8.26924 -0.2285
C 2.92566 -5.43223 -7.84800 -0.1779
O 4.08959 -4.49009 -7.81946 -0.0946
H 4.67229 -8.16622 -7.41561 0.0795
H 4.23264 -6.62237 -9.11873 0.1195
H 2.81491 -7.51793 -8.45632 0.1130
H 2.42709 -5.42603 -6.87873 0.1103
H 2.10210 -5.02224 -8.43259 0.1136
H 4.80861 -5.04506 -7.50862 0.0541
O -7.00781 1.11167 -5.21597 -0.0635
C -7.14875 0.23873 -4.17685 -0.2899
C -6.73288 -1.18581 -4.57611 -0.2372
O -5.36443 -1.25321 -4.89132 -0.0530
H -7.18578 1.97145 -4.82778 0.0960
H -6.37923 0.63876 -3.51661 0.1141
H -8.03339 0.53243 -3.61185 0.1207
H -7.29933 -1.53940 -5.43763 0.1155
H -7.01268 -1.80727 -3.72546 0.1169
H -5.10921 -0.40880 -5.27005 0.0804
```